1.
C20H42BeBr5F3KN3NaO9S2 | the ωB97M-V functional and the def2-TZVPD basis

XYZ file:
```
87
Properties=species:S:1:pos:R:3:forces:R:3
C 0.58150 -2.71252 1.27734 -0.86 1.13 0.31
C 1.56005 -1.51987 1.80665 0.88 -1.64 -2.36
Br 1.31067 -1.09944 3.75271 -7.57 4.98 -1.17
C 1.61785 -0.23979 0.82634 -0.16 -0.19 0.91
Br 2.32389 -0.98802 -0.90849 -0.15 0.72 1.28
C 0.23823 0.47387 0.47380 -0.94 0.34 -0.50
C -0.80910 0.67811 1.66507 -0.69 0.10 0.15
O -1.48787 -0.51638 2.10654 1.14 0.08 -1.40
C -1.99619 1.71292 1.22871 -0.99 -1.83 0.99
C -3.37951 1.38933 2.00681 -0.33 1.44 -1.18
C -4.30442 0.40993 1.18513 1.03 -1.71 -1.93
O -3.96617 -0.09382 0.07820 -0.47 1.51 3.64
N -5.64453 -0.03136 1.68787 0.72 -1.13 -2.10
C -5.66485 -1.53779 1.73567 0.25 -1.38 0.92
C -6.59964 0.31727 0.55158 -0.80 0.48 0.02
O -1.58359 3.03548 1.70065 2.38 -0.80 -1.85
S -0.17040 3.37066 0.88992 0.31 8.35 -0.52
O -0.42965 4.53146 -0.04087 0.21 -4.32 2.11
O 0.90827 3.84967 1.85445 -1.99 -3.52 -1.31
C 0.43850 1.95992 -0.19551 0.38 -1.93 -1.69
N 1.84511 2.27937 -0.51545 -1.46 0.62 0.25
F -0.30672 2.00607 -1.42460 0.80 -0.06 2.95
H 1.14982 -3.53292 0.73680 -0.61 1.09 0.94
H -0.16802 -2.25801 0.53583 1.19 -0.80 1.04
H -0.03794 -3.08331 2.16032 0.98 0.19 -1.29
H 2.63177 -2.00774 1.74161 -2.13 1.38 -0.30
H 2.38553 0.50410 1.28681 -1.43 -2.48 -2.18
H -0.27381 -0.15440 -0.34482 0.71 1.04 1.15
H -0.22559 1.06658 2.58217 -1.25 -0.33 -1.17
H -1.81578 -0.97227 1.29548 0.02 0.28 0.69
H -2.24765 1.65273 0.11696 0.48 0.33 1.02
H -3.93391 2.40241 2.03788 0.68 -1.48 0.00
H -3.22526 1.09205 3.11081 -0.39 0.26 -1.65
H -4.83459 -1.96912 2.40260 -1.12 0.82 -0.86
H -5.52857 -2.01917 0.69451 0.07 0.69 1.03
H -6.65323 -1.94996 2.13902 1.26 1.04 -0.51
H -7.67531 0.17057 0.92714 1.67 0.51 -0.38
H -6.48404 -0.37432 -0.34663 0.15 0.98 1.12
H -6.36831 1.39247 0.26469 -0.74 -1.36 0.19
H 1.95097 2.04045 -1.52368 0.13 0.01 0.88
H 1.94393 3.30715 -0.46010 0.07 -0.49 -0.21
K 3.24047 -2.27290 3.77625 8.49 -5.69 1.36
C -0.21680 0.61939 -6.69871 0.02 -0.10 -0.01
S 0.84472 1.61411 -5.63042 -0.16 -0.09 -0.01
O 1.99248 0.75076 -5.20698 -0.34 0.08 0.29
C -0.30863 1.69385 -4.24613 0.04 -0.07 -0.13
H 0.32237 0.40979 -7.62347 0.02 0.07 0.09
H -0.46701 -0.32059 -6.20378 0.06 0.06 0.04
H -1.12602 1.17694 -6.92884 0.08 0.04 0.02
H -0.55258 0.68585 -3.90536 0.02 0.01 -0.08
H -1.21588 2.21498 -4.55559 0.05 -0.01 0.02
H 0.16495 2.24492 -3.43730 0.03 0.05 -0.35
C 5.85006 -6.48318 2.94872 -0.40 -0.75 0.01
Br 7.47004 -7.43915 3.41518 -0.29 0.38 -0.11
Br 4.39991 -6.83831 4.19149 -0.19 -0.13 0.60
Br 6.16233 -4.57352 2.76896 0.11 0.40 -0.13
H 5.53480 -6.84811 1.97264 0.26 0.24 0.11
F 2.81901 -7.50814 5.98861 0.28 0.44 -0.60
Be -2.95386 -0.44930 4.29713 0.10 -0.57 0.65
C -0.61731 1.71490 9.01982 0.18 0.06 0.20
C -0.13422 1.89551 7.59004 -0.64 -0.24 0.21
C -1.29805 2.11647 6.63667 0.04 0.17 -0.18
O 0.59888 0.73650 7.18600 0.41 -0.13 -0.43
H -1.26896 0.83935 9.10392 -0.06 0.09 -0.10
H 0.22768 1.54605 9.69183 -0.05 0.09 -0.08
H -1.16776 2.59336 9.36427 0.02 -0.09 -0.01
H 0.54997 2.74657 7.53795 0.11 -0.21 -0.06
H -1.97312 1.25476 6.63887 0.00 0.05 0.16
H -0.93718 2.23366 5.60979 0.01 0.08 0.04
H -1.86885 3.00701 6.90999 0.01 -0.08 -0.05
H 0.00198 -0.02242 7.22930 0.03 0.16 0.17
O -4.09407 -2.77854 -1.11830 -0.25 0.10 0.65
H -3.84162 -1.84780 -1.14737 0.07 0.60 -0.30
C 3.20672 0.55516 -9.96527 0.34 -0.21 0.15
O 3.36021 0.41737 -11.16249 0.10 -0.07 0.24
N 4.03235 0.05761 -9.00221 -0.52 0.34 -0.27
C 3.78090 0.26517 -7.59001 0.22 -0.15 -0.36
C 5.19951 -0.70352 -9.40431 -0.12 0.07 -0.32
H 2.35174 1.11675 -9.55307 -0.01 0.02 0.13
H 4.62981 0.79654 -7.15206 -0.14 0.00 0.19
H 3.66663 -0.70630 -7.10304 -0.07 0.17 0.20
H 2.87471 0.85072 -7.43515 0.22 -0.12 -0.11
H 5.83650 -0.07789 -10.03397 0.06 -0.18 0.00
H 4.87911 -1.57183 -9.98493 0.19 0.02 0.00
H 5.76012 -1.03406 -8.52945 -0.13 0.08 -0.03
F -3.40866 0.93440 -1.71444 0.43 0.07 0.28
Na 2.62121 1.80480 2.35528 -0.04 2.01 0.85
```
Forces are in eV/Å.

Its spin multiplicity is 1. The net charge is +1. As for the total energy: -16370.6846 Ha.

=====

2.
C5H2O | the ωB97M-V functional and the def2-TZVPD basis

XYZ file:
```
8
Properties=species:S:1:pos:R:3:forces:R:3
O 0.69669 -2.13917 -0.72182 -0.38 0.21 -0.28
C -0.23441 -1.42533 -0.97827 0.20 -0.32 -0.16
C -0.11199 -0.01074 -1.37442 0.02 0.38 0.08
C -0.08956 0.90929 -0.57366 -0.02 -0.85 0.06
C -0.05734 1.25558 0.75566 0.00 -0.07 0.67
C -0.05669 0.90664 1.91257 0.03 0.42 -0.29
H -1.28460 -1.71063 -0.77856 0.13 -0.08 -0.18
H -0.04187 0.52114 2.90516 0.00 0.31 0.09
```
Forces are in eV/Å.

The energy above the lowest of the compared OMol25 structures with the same formula, charge and spin is 147.9 kJ/mol. Its spin multiplicity is 1. The net charge is 0. As for the structure (SMILES): C#CC#CC=O.